No. 1
A 8-piece molecular cluster, C23H67N5O8 overall in a non-equilibrium geometry, computed with wB97M-V/def2-TZVPD.

Geometry (Å):
C -5.41187 3.45396 -1.61073
O -5.31887 3.54196 -0.08173
C -4.10687 2.88296 0.40827
C -4.19987 2.71396 1.89527
C -4.42687 4.14496 2.63727
N -3.08687 2.08896 2.47127
H -6.10187 4.31796 -2.02773
H -5.93187 2.40896 -1.95573
H -4.56887 3.79296 -2.18973
H -4.04687 2.13396 -0.20373
H -3.01087 3.55896 0.08927
H -5.24687 2.13296 2.15727
H -4.41687 4.11996 3.65527
H -5.31287 4.64696 2.22627
H -3.55387 4.67696 2.37427
H -2.40387 2.75796 2.23627
H -2.49187 1.49696 1.81827
C 4.12013 -5.41604 0.73227
O 2.84013 -5.49404 1.32527
C 1.97513 -4.95504 0.39627
C 0.53413 -5.15304 0.93127
C 0.18013 -6.63604 0.95727
N -0.51687 -4.33904 0.36627
H 4.14113 -6.03204 -0.04473
H 4.94713 -5.64104 1.22527
H 4.43913 -4.30304 0.14127
H 2.19613 -3.98704 0.61327
H 2.10213 -5.15104 -0.67673
H 0.56513 -4.64304 1.99527
H 0.75313 -7.22604 1.45227
H 0.12913 -7.08004 -0.04373
H -0.89387 -6.80204 1.17227
H -1.28187 -4.69504 1.03627
H -0.42287 -3.42804 0.39327
C 2.53513 0.37796 0.93027
O 1.55213 -0.56104 1.09527
C 0.64213 -0.53104 0.01027
C -0.80887 -0.18604 0.36127
C -1.76087 -0.17404 -0.78473
N -0.76487 1.14496 0.93627
H 3.37613 0.31396 1.64527
H 2.14113 1.25896 0.94027
H 2.86213 0.46696 -0.09073
H 0.93013 -0.08304 -0.87473
H 0.74213 -1.56704 -0.28373
H -1.29987 -1.02804 1.14427
H -1.60487 0.58796 -1.50073
H -2.78287 -0.05104 -0.70973
H -1.41987 -1.09904 -1.22073
H -0.03387 1.06296 1.67527
H -0.08487 1.53096 0.19627
C -1.23187 2.14796 5.52427
O -0.30887 1.00596 5.58227
C -0.20687 0.42796 4.28827
C 0.55313 -0.89504 4.67727
C 2.04813 -0.45704 5.09627
N 0.66313 -1.90104 3.67227
H -0.87587 2.58996 4.59927
H -1.04187 2.78696 6.29727
H -2.21487 1.91696 5.55927
H -1.12287 0.21196 4.01627
H 0.32013 1.20796 3.49827
H 0.09813 -1.30804 5.49427
H 2.04213 -0.05304 6.15127
H 2.20313 0.34196 4.64227
H 2.65613 -1.20604 4.91027
H 1.11913 -1.43704 2.74927
H -0.20787 -2.39404 3.49927
C -1.38187 3.27096 -4.55173
O -0.24287 3.60296 -3.85073
C -0.53187 3.75796 -2.37773
C 0.81813 3.66496 -1.66973
C 1.73913 2.49496 -2.12173
N 0.58713 3.54596 -0.23573
H -1.69987 2.16596 -4.35773
H -1.07687 3.38396 -5.51873
H -2.20687 4.05796 -4.61973
H -1.02687 4.63796 -2.17873
H -1.08187 2.88696 -1.99273
H 1.30613 4.72496 -1.85273
H 2.20813 2.95096 -3.02273
H 1.33613 1.45696 -1.93273
H 2.67213 2.29096 -1.60773
H 1.32813 3.40996 0.35727
H 0.11513 4.51096 0.12327
C 4.30613 -0.78004 -2.83973
O 4.21113 -0.17504 -4.10773
H 4.52713 -0.07804 -2.09273
H 4.86413 -1.69904 -2.83473
H 3.29213 -0.90604 -2.54973
H 3.30513 -0.10804 -4.15973
C 0.38713 0.31996 -4.65573
O 1.45513 -0.54604 -4.40873
H -0.05887 0.44996 -3.66373
H -0.40487 -0.00004 -5.43773
H 0.60113 1.14696 -5.11773
H 1.43713 -1.35404 -4.72773
C 1.34213 -3.43904 -3.26573
O 1.44613 -3.41604 -4.62873
H 2.17513 -3.45604 -2.73473
H 0.82613 -4.32204 -3.18773
H 0.91613 -2.55004 -2.86673
H 1.62913 -4.24304 -4.90973

Output
gap between HOMO and LUMO: 8.9562 eV
largest force on an atom: 9.01 eV Å⁻¹
net charge: 0
ΔE to the lowest compared entry with this formula, charge and spin: 1493.20 kJ/mol
E_HOMO: -8.527 eV
SMILES string: COC[C@H](C)N.COC[C@H](C)N.COC[C@H](C)N.COC[C@H](C)N.COC[C@H](C)N.CO.CO.CO

These are the Löwdin partial charges, in e, on atoms 1 to 8: -0.08 -0.22 -0.21 -0.46 -0.02 0.03 0.10 0.13

---

No. 2
A 11-piece molecular cluster, C23H68N2O11 overall in a non-equilibrium geometry, computed with wB97M-V/def2-TZVPD.

Geometry (Å):
N -0.02363 0.28503 0.53625
C -0.63270 1.48018 0.24359
N -0.49779 1.95198 -1.00941
O -1.29084 2.09158 1.05914
H 0.14514 0.03360 1.48525
H 0.41860 -0.19105 -0.22458
H -0.31019 1.33427 -1.77900
H -1.00269 2.79645 -1.21560
C 0.10469 -3.56762 2.22863
C -1.14730 -4.42537 1.89091
C -0.89595 -5.33573 0.68686
O -1.37003 -5.23171 3.07385
H 0.99880 -4.17387 2.38977
H -0.13234 -3.02015 3.13085
H 0.38827 -2.83809 1.46705
H -2.02136 -3.79131 1.68762
H -0.99341 -4.73853 -0.17581
H -1.69866 -6.10330 0.51854
H 0.03249 -5.86032 0.68891
H -1.64528 -6.13019 2.82504
C 2.01034 0.57717 5.19909
C 2.23870 -0.25675 3.81004
C 3.41564 -1.26108 3.91902
O 1.14554 -0.95020 3.35573
H 1.17438 1.22315 5.04729
H 2.85480 1.15019 5.55855
H 1.72253 -0.11168 5.95240
H 2.52594 0.50910 3.11712
H 3.57130 -1.63703 2.93633
H 3.16560 -2.16500 4.53203
H 4.26868 -0.76178 4.35724
H 0.37057 -0.38900 3.57179
C 0.61690 4.99860 0.98202
C 1.62417 4.00752 1.53859
O 1.20077 3.56081 2.83527
H -0.41961 4.67283 1.12229
H 0.81885 5.19076 -0.10073
H 0.80613 5.93772 1.50299
H 2.54504 4.58201 1.67191
H 1.90791 3.19203 0.84838
H 0.27822 3.30828 2.68965
C 2.12285 -3.30517 -1.78798
C 1.81026 -2.09710 -2.66713
O 0.77095 -1.33502 -1.97936
H 3.16996 -3.25386 -1.50922
H 1.95222 -4.22911 -2.39583
H 1.49728 -3.44077 -0.90348
H 1.48467 -2.49807 -3.61652
H 2.65116 -1.41944 -2.70657
H 0.31056 -0.80217 -2.63698
C 5.56948 -0.15826 0.79052
C 4.21085 -0.21041 0.08874
O 4.28349 -0.39146 -1.32283
H 6.10173 -1.11690 0.65580
H 5.52045 -0.05193 1.86401
H 6.16678 0.63959 0.36890
H 3.63784 0.72498 0.19662
H 3.52457 -0.96810 0.47760
H 5.00767 0.10000 -1.68365
C -2.99715 -3.44087 -1.63841
C -2.21206 -2.38709 -0.87774
O -2.74244 -1.08480 -1.23893
H -2.72476 -4.41867 -1.22537
H -2.86931 -3.35376 -2.70450
H -4.11338 -3.33759 -1.41944
H -1.13079 -2.52598 -1.05168
H -2.46286 -2.58797 0.15606
H -2.48451 -0.52931 -0.50759
C -3.79498 0.50247 3.07072
C -2.47413 -0.20901 2.80966
O -1.47009 0.54442 3.39650
H -4.61195 0.06383 2.43713
H -3.59936 1.53815 2.78641
H -4.02443 0.47512 4.13706
H -2.27567 -0.25366 1.73654
H -2.50245 -1.25054 3.16236
H -1.30477 1.23824 2.73477
C -2.94773 0.04713 -5.19615
C -1.51625 -0.19999 -4.74346
O -1.17188 0.34977 -3.47801
H -3.20975 -0.69544 -5.91301
H -3.10449 1.06760 -5.56186
H -3.67839 -0.05058 -4.37972
H -0.88363 0.31426 -5.45505
H -1.18195 -1.26561 -4.78884
H -1.70700 -0.10013 -2.78551
C -4.28672 1.65566 -1.18153
C -4.54025 3.14287 -0.90899
O -3.48410 3.67277 -0.09074
H -4.22519 1.06930 -0.22649
H -3.33427 1.59240 -1.72296
H -5.08701 1.21574 -1.73219
H -5.51762 3.26686 -0.46703
H -4.45575 3.61268 -1.91656
H -2.94458 2.97987 0.36974
C 3.15794 3.18559 -3.63263
C 1.76604 3.70834 -3.43384
O 1.95463 5.07301 -2.95343
H 3.76662 2.96765 -2.73388
H 3.60965 3.95898 -4.17361
H 3.22503 2.30089 -4.27350
H 1.16479 3.13614 -2.72342
H 1.21589 3.55335 -4.35597
H 1.15010 5.32759 -2.49238

Output
gap between HOMO and LUMO: 10.2986 eV
largest force on an atom: 3.82 eV Å⁻¹
net charge: 0
ΔE to the lowest compared entry with this formula, charge and spin: 0.00 kJ/mol
E_HOMO: -9.832 eV
SMILES string: NC(N)=O.CC(C)O.CC(C)O.CCO.CCO.CCO.CCO.CCO.CCO.CCO.CCO

These are the Löwdin partial charges, in e, on atoms 1 to 8: 0.23 -0.65 0.21 0.00 0.07 0.07 0.07 0.11